Density functional theory data (ωB97M-V with the def2-TZVPD basis set) for a structure of composition C25H21F3N3O2PReS.

Values from the calculation:
HOMO (spin up / spin down): -14.91 / -15.36 eV
Energy above the lowest of the compared OMol25 structures with the same formula, charge and spin: 49.7 kcal per mole
HOMO-LUMO gap (spin up / spin down): 6.959 / 6.875 eV
E: -65222.67146 eV
Largest force on an atom: 0.46 eV/A

ORCA input file:
```
! wB97M-V def2-TZVPD RIJCOSX def2/J DEFGRID3
* xyz 2 4
Re 0.107 -0.520 1.682
O 4.006 0.215 2.301
C 2.894 0.520 2.080
O 1.831 -0.357 2.401
C 2.355 1.791 1.466
P 1.064 1.278 0.287
C 0.175 2.701 -0.322
C 0.075 3.856 0.460
C -0.582 4.966 -0.042
C -1.142 4.925 -1.312
C -1.051 3.775 -2.085
C -0.392 2.660 -1.597
C 1.861 0.358 -1.026
C 3.202 0.577 -1.349
C 3.773 -0.113 -2.406
C 3.009 -1.008 -3.145
C 1.677 -1.231 -2.823
C 1.101 -0.558 -1.759
H 3.140 2.399 1.019
H 1.884 2.367 2.267
H 0.510 3.907 1.450
H -0.649 5.866 0.554
H -1.645 5.797 -1.705
H -1.482 3.752 -3.076
H -0.304 1.776 -2.215
H 3.811 1.277 -0.793
H 4.811 0.054 -2.656
H 3.456 -1.531 -3.979
H 1.086 -1.923 -3.408
H 0.059 -0.745 -1.518
C 3.107 -5.397 -0.556
C 1.812 -4.707 -0.808
C 1.138 -4.778 -2.026
C -0.039 -4.069 -2.170
N -0.552 -3.334 -1.172
C 0.163 -3.375 -0.071
S -0.657 -2.594 1.360
N 1.292 -3.980 0.199
H 3.281 -6.191 -1.276
H 3.126 -5.801 0.454
H 3.922 -4.674 -0.635
H 1.520 -5.381 -2.837
H -0.599 -4.085 -3.096
F -6.596 0.262 3.096
C -5.864 1.359 2.897
F -5.898 2.108 3.997
F -6.397 2.050 1.886
C -4.438 0.963 2.546
C -4.212 0.202 1.407
C -2.925 -0.179 1.101
N -1.881 0.183 1.876
C -2.104 0.942 2.967
C -3.369 1.346 3.339
H -5.028 -0.100 0.765
H -2.701 -0.781 0.232
H -1.234 1.230 3.548
H -3.508 1.947 4.226
*
```

---

Density functional theory data (ωB97M-V with the def2-TZVPD basis set) for a structure of composition C25H21F4N6NaO4S2.

Values from the calculation:
HOMO (spin up / spin down): -0.47 / -0.99 eV
Energy above the lowest of the compared OMol25 structures with the same formula, charge and spin: 79.2 kcal per mole
HOMO-LUMO gap (spin up / spin down): 4.577 / 5.089 eV
E: -80352.11846 eV
Largest force on an atom: 0.68 eV/A

ORCA input file:
```
! wB97M-V def2-TZVPD RIJCOSX def2/J DEFGRID3
* xyz -2 1
Na 0.910 0.455 1.723
N -4.085 -0.715 2.024
C -2.700 -0.666 1.821
S -1.840 0.503 2.722
N -2.288 -1.581 0.978
N -0.972 -1.482 0.600
C -0.417 -2.586 0.266
C -1.013 -3.933 0.477
C -1.549 -4.286 1.716
C -2.069 -5.553 1.920
C -2.071 -6.488 0.891
C -1.535 -6.148 -0.342
C -1.002 -4.881 -0.540
C 0.938 -2.524 -0.338
C 1.897 -3.471 0.015
C 3.171 -3.359 -0.500
C 3.453 -2.307 -1.355
C 2.431 -1.425 -1.665
N 1.192 -1.531 -1.194
H -4.360 -0.361 2.926
H -4.476 -1.613 1.776
H -1.537 -3.555 2.512
H -2.474 -5.815 2.890
H -2.483 -7.477 1.053
H -1.525 -6.870 -1.150
H -0.570 -4.619 -1.499
H 1.648 -4.236 0.737
H 3.946 -4.056 -0.204
H 4.444 -2.144 -1.755
H 2.633 -0.576 -2.308
F 0.457 3.439 4.577
C 1.038 4.351 3.791
F 0.069 5.238 3.443
F 1.909 5.032 4.566
C 1.707 3.754 2.507
O 2.458 4.559 1.926
O 1.379 2.600 2.223
O 2.501 -1.056 1.714
O 1.594 -1.400 2.620
C 1.506 2.169 -3.750
N 1.594 3.067 -2.626
C 0.618 3.968 -2.235
C 1.016 4.486 -1.058
N 2.228 3.915 -0.747
C 2.589 3.025 -1.698
S 3.969 2.065 -1.760
H 0.696 2.503 -4.396
H 1.296 1.154 -3.408
H 2.451 2.167 -4.294
H -0.282 4.112 -2.805
H 0.536 5.177 -0.391
H 2.624 3.979 0.197
F -3.609 3.516 -2.517
C -2.695 2.828 -1.758
C -2.174 1.656 -2.267
C -1.251 0.945 -1.493
C -0.905 1.496 -0.290
C -1.413 2.652 0.246
C -2.347 3.343 -0.524
H -2.507 1.296 -3.234
H -0.822 0.003 -1.810
H -1.118 3.000 1.225
H -2.807 4.258 -0.172
*
```

---

Density functional theory data (ωB97M-V with the def2-TZVPD basis set) for the ion C25H21F8OSi with charge +1 at a distorted geometry.

Values from the calculation:
HOMO: -12.32 eV
HOMO-LUMO gap: 7.003 eV
E: -57922.09286 eV
Largest force on an atom: 3.62 eV/A

ORCA input file:
```
! wB97M-V def2-TZVPD RIJCOSX def2/J DEFGRID3
* xyz 1 1
C 2.339 0.056 -3.578
Si 2.884 1.497 -2.544
C 4.740 1.574 -2.563
C 1.979 3.056 -3.026
O 2.489 1.026 -0.913
C 2.078 1.660 0.187
C 2.424 2.990 0.537
C 1.147 0.853 0.932
C 1.516 0.198 2.112
F 2.664 0.560 2.743
C 0.802 -0.932 2.511
F 1.230 -1.715 3.537
C -0.338 -1.361 1.792
F -0.949 -2.548 2.094
C -0.701 -0.720 0.592
F -1.690 -1.237 -0.193
C 0.045 0.379 0.191
F -0.191 0.891 -1.041
H 2.444 0.406 -4.617
H 2.997 -0.808 -3.425
H 1.300 -0.232 -3.399
H 5.038 2.106 -3.479
H 5.192 2.079 -1.705
H 5.135 0.550 -2.622
H 2.300 3.302 -4.065
H 0.896 2.853 -3.055
H 2.151 3.942 -2.387
H 1.606 3.515 1.147
H 2.966 3.393 -0.360
F 1.950 7.929 5.910
C 2.476 8.214 4.651
F 1.666 9.165 4.100
F 3.720 8.799 4.844
C 2.625 6.978 3.823
C 2.050 6.885 2.567
C 2.260 5.741 1.809
C 3.173 4.783 2.284
C 3.748 3.819 1.261
C 4.820 2.851 1.756
C 5.883 2.670 0.916
C 6.815 1.660 1.198
C 6.715 0.876 2.341
C 5.672 1.135 3.220
C 4.652 2.054 2.893
C 3.744 4.903 3.576
C 3.497 6.047 4.322
H 1.394 7.664 2.231
H 1.644 5.583 0.899
H 4.297 4.575 0.413
H 5.960 3.224 -0.023
H 7.585 1.445 0.475
H 7.444 0.097 2.581
H 5.575 0.565 4.127
H 3.727 2.097 3.492
H 4.318 4.088 4.031
H 3.953 6.163 5.294
*
```

---

Density functional theory data (ωB97M-V with the def2-TZVPD basis set) for a structure of composition C25H21N4O4S7Tl at a distorted geometry.

Values from the calculation:
HOMO: 0.10 eV
Energy above the lowest of the compared OMol25 structures with the same formula, charge and spin: 17.2 kcal per mole
HOMO-LUMO gap: 3.172 eV
E: -120958.04979 eV
Largest force on an atom: 2.27 eV/A

ORCA input file:
```
! wB97M-V def2-TZVPD RIJCOSX def2/J DEFGRID3
* xyz -2 1
Tl -0.834 1.305 0.259
S -4.713 8.294 0.286
C -3.708 6.981 0.247
S -3.320 6.119 -1.202
C -2.209 4.918 -0.512
C -2.038 4.994 0.851
S -1.069 4.025 1.842
S -2.938 6.312 1.643
S -1.477 3.853 -1.605
O 0.822 -1.569 5.341
C 1.937 -0.880 5.066
C 3.001 -0.960 5.967
C 4.181 -0.283 5.737
C 4.327 0.491 4.596
C 3.277 0.585 3.701
C 2.077 -0.085 3.912
C 0.976 0.109 2.916
O 1.156 0.843 1.931
N -0.126 -0.589 3.223
N -1.205 -0.343 2.463
C -2.265 -1.008 2.526
S -3.671 -0.430 1.647
C -4.511 -2.060 1.626
C -4.335 -2.651 3.007
S -2.574 -2.534 3.477
H 0.184 -1.359 4.575
H 2.871 -1.561 6.856
H 4.987 -0.354 6.457
H 5.251 1.024 4.416
H 3.358 1.189 2.807
H -4.065 -2.691 0.857
H -5.559 -1.881 1.395
H -4.607 -3.707 3.039
H -4.919 -2.094 3.741
O 3.847 0.142 -5.558
C 4.334 0.577 -4.302
C 3.241 0.572 -3.262
C 3.346 1.397 -2.137
C 2.304 1.386 -1.221
N 1.240 0.622 -1.338
C 1.127 -0.199 -2.402
C 2.129 -0.229 -3.392
C -0.065 -1.018 -2.465
C -0.380 -1.836 -3.565
C -1.525 -2.604 -3.557
C -1.877 -3.454 -4.748
O -1.775 -2.759 -5.977
C -2.377 -2.525 -2.447
C -2.019 -1.657 -1.428
N -0.915 -0.945 -1.417
H 4.500 0.354 -6.232
H 4.747 1.594 -4.377
H 5.151 -0.091 -3.971
H 4.214 2.025 -1.992
H 2.321 2.016 -0.343
H 2.048 -0.859 -4.263
H 0.265 -1.862 -4.429
H -2.896 -3.852 -4.629
H -1.185 -4.300 -4.832
H -2.115 -1.868 -5.838
H -3.279 -3.118 -2.396
H -2.666 -1.510 -0.574
*
```

---

Density functional theory data (ωB97M-V with the def2-TZVPD basis set) for a structure of composition C25H21N5O2PtS5.

Values from the calculation:
HOMO: -7.73 eV
Energy above the lowest of the compared OMol25 structures with the same formula, charge and spin: 0.1 kcal per mole
HOMO-LUMO gap: 6.809 eV
E: -95237.62470 eV
Largest force on an atom: 0.33 eV/A

ORCA input file:
```
! wB97M-V def2-TZVPD RIJCOSX def2/J DEFGRID3
* xyz 0 1
Pt -0.564 0.024 0.398
S -0.122 -0.420 2.721
C 1.549 0.066 2.776
C 2.072 0.365 4.074
N 2.478 0.622 5.119
C 2.308 0.210 1.671
S 1.708 -0.191 0.077
C 3.636 0.736 1.711
N 4.682 1.213 1.682
C -3.123 0.043 2.654
C -3.596 0.199 1.250
C -4.995 0.259 1.035
C -5.491 0.375 -0.219
C -4.603 0.452 -1.313
C -5.080 0.584 -2.633
C -4.197 0.659 -3.671
C -2.820 0.603 -3.420
C -2.321 0.479 -2.143
S -0.594 0.418 -1.911
C -3.217 0.393 -1.048
N -2.737 0.258 0.247
H -3.955 0.163 3.344
H -2.354 0.771 2.902
H -2.700 -0.954 2.799
H -5.645 0.202 1.895
H -6.558 0.413 -0.399
H -6.149 0.623 -2.797
H -4.551 0.756 -4.689
H -2.122 0.653 -4.246
S -0.337 2.341 1.148
C 0.944 3.129 0.309
N 1.215 2.917 -0.963
C 2.358 3.508 -1.647
C 2.658 4.867 -1.036
C 2.839 4.701 0.463
N 1.691 3.986 1.011
H 0.569 2.317 -1.472
H 2.109 3.589 -2.703
H 3.222 2.845 -1.553
H 1.830 5.550 -1.238
H 3.562 5.288 -1.473
H 2.912 5.666 0.963
H 3.752 4.138 0.675
H 1.512 4.017 2.002
O 3.736 -6.908 -0.962
C 3.687 -5.929 -0.027
O 4.558 -5.846 0.791
C 2.514 -5.001 -0.079
C 2.272 -4.210 1.042
C 1.200 -3.340 1.074
C 0.359 -3.221 -0.032
S -1.097 -2.224 -0.051
C 0.616 -3.990 -1.165
C 1.676 -4.883 -1.182
H 2.926 -6.913 -1.483
H 2.935 -4.302 1.892
H 1.003 -2.753 1.961
H -0.013 -3.872 -2.037
H 1.854 -5.442 -2.094
*
```

---

Density functional theory data (ωB97M-V with the def2-TZVPD basis set) for a structure of composition C25H21N7O2Sm at a distorted geometry.

Values from the calculation:
HOMO (spin up / spin down): -8.90 / -8.88 eV
Energy above the lowest of the compared OMol25 structures with the same formula, charge and spin: 26.5 kcal per mole
HOMO-LUMO gap (spin up / spin down): 5.682 / 5.711 eV
E: -58676.22280 eV
Largest force on an atom: 13.24 eV/A

ORCA input file:
```
! wB97M-V def2-TZVPD RIJCOSX def2/J DEFGRID3
* xyz 1 6
Sm -0.720 0.556 -1.197
C -2.884 0.751 -0.583
N -2.648 1.125 -1.984
C -2.442 2.534 -2.243
C -1.297 3.164 -1.484
N -0.570 2.656 -0.502
C 0.297 3.644 -0.118
C 1.280 3.635 0.881
C 2.035 4.796 1.090
C 1.814 5.940 0.318
C 0.839 5.965 -0.687
C 0.103 4.793 -0.873
N -0.906 4.459 -1.739
C -2.050 -0.388 0.019
N -0.976 -0.341 0.820
C -0.882 -1.575 1.404
C 0.004 -2.032 2.390
C -0.165 -3.326 2.899
C -1.189 -4.150 2.425
C -2.067 -3.719 1.423
C -1.878 -2.422 0.938
N -2.548 -1.675 0.003
H -3.942 0.467 -0.508
H -2.792 1.607 0.096
H -2.942 0.472 -2.794
H -3.365 3.088 -2.031
H -2.240 2.657 -3.313
H 1.436 2.740 1.474
H 2.799 4.803 1.863
H 2.414 6.830 0.502
H 0.670 6.854 -1.285
H -1.307 5.069 -2.436
H 0.781 -1.375 2.764
H 0.501 -3.683 3.680
H -1.309 -5.145 2.848
H -2.866 -4.358 1.063
H -3.372 -1.970 -0.498
O 0.774 -0.416 1.962
C 1.109 -1.122 1.020
N 0.745 -1.039 -0.271
C 1.363 -2.026 -0.941
O 1.306 -2.305 -2.131
C 2.186 -2.806 -0.028
C 2.999 -3.903 -0.230
C 3.664 -4.422 0.886
C 3.499 -3.835 2.158
C 2.667 -2.723 2.328
C 2.025 -2.236 1.206
H 3.104 -4.330 -1.220
H 4.314 -5.285 0.771
H 4.022 -4.249 3.016
H 2.518 -2.249 3.291
N -1.305 0.528 -4.753
C -1.115 0.537 -3.598
H -1.469 0.520 -5.750
H -0.023 -1.085 -2.339
*
```